C4H12 | ωB97M-V/def2-TZVPD

```
! RIJCOSX wB97M-V def2-TZVPD def2/J DEFGRID3
* xyz 0 1
C 1.612 0.829 0.161
C 1.776 1.513 -1.181
H 0.703 1.184 0.633
H 1.569 -0.259 0.134
H 2.392 1.006 0.920
H 2.743 1.296 -1.632
H 1.717 2.593 -1.103
H 1.062 1.083 -1.877
C -1.906 -1.243 1.231
C -1.518 -1.083 -0.240
H -2.929 -1.595 1.411
H -1.256 -1.982 1.711
H -1.683 -0.301 1.738
H -0.440 -1.050 -0.307
H -1.929 -0.169 -0.666
H -1.911 -1.824 -0.932
*
```

As for the SMILES: CC.CC. The molecular weight is 60.1 g/mol. As for the energy: -4342.3233 eV. The value obtained for the orbital gap is 12.8 eV. As for the energy above the lowest of the compared OMol25 structures with the same formula, charge and spin: 19.8 kJ/mol.